Density functional theory data (ωB97M-V with the def2-TZVPD basis set) for a structure of composition C9H12AuN2O10P2S at a distorted geometry.

The value obtained for the HOMO-LUMO gap (alpha / beta) is 8.546 / 7.052 eV. For the lowest unoccupied orbital energy (alpha / beta), the calculation gives 2.5 / 1.1 eV. Its largest force on an atom is 1.27 eV/A. As for the spin multiplicity: 3. Its expectation value of S² is 2.009. The charge is -1.

XYZ file:
```
37
Properties=species:S:1:pos:R:3:forces:R:3
Au -0.4531 -0.8084 -0.8712 -0.3 0.8 0.9
N -0.2000 2.7868 -3.0826 0.1 -0.2 0.1
C -0.0210 1.3763 -3.6173 0.0 0.0 -0.2
C 0.2154 1.4853 -5.1331 0.0 0.1 0.1
P 1.6103 0.9099 -2.8371 0.2 0.0 0.1
O 2.0572 -0.2433 -3.8857 0.1 0.1 0.0
O 2.3796 2.1815 -3.0171 -0.1 0.0 0.0
O 1.5338 0.3149 -1.4627 0.0 -0.1 -0.3
P -1.6975 0.6289 -3.3632 0.3 -0.6 -0.3
O -1.3769 -0.8422 -3.9887 -0.1 0.2 -0.2
O -2.5902 1.4589 -4.2067 -0.1 0.1 0.2
O -2.0347 0.4236 -1.9059 0.0 0.0 -0.1
H 0.7540 3.1973 -3.1143 -0.1 0.0 0.0
H -0.4870 2.7149 -2.0916 0.0 0.0 0.0
H -0.9086 3.2755 -3.6293 0.0 0.0 0.0
H 1.1314 2.0433 -5.3311 0.0 0.0 0.0
H -0.6442 1.9685 -5.5982 0.0 0.0 0.0
H 0.3202 0.4881 -5.5506 0.0 0.0 0.0
H 2.8174 -0.7184 -3.5293 -0.1 -0.1 0.0
H -2.1113 -1.4424 -3.8145 0.0 0.0 0.0
O -1.5067 1.3586 4.6389 0.0 0.0 0.0
S -0.2544 0.8522 4.1381 0.0 0.0 0.0
O 0.9258 1.6218 4.4354 0.0 0.0 0.0
N -0.3502 0.4935 2.5621 0.0 0.0 0.0
C -0.2385 -0.7986 2.3446 0.0 0.0 0.1
O -0.2835 -1.4123 1.2522 0.1 -0.4 -0.2
C -0.0428 -1.6218 3.5969 0.0 0.0 0.0
C 0.1093 -2.9912 3.7111 0.0 0.0 0.0
C 0.2772 -3.5260 4.9829 0.0 0.0 0.0
C 0.2912 -2.7034 6.1074 0.0 0.0 0.0
C 0.1371 -1.3269 5.9858 0.0 0.0 0.0
C -0.0280 -0.8172 4.7142 0.0 0.0 0.0
H 0.0961 -3.6116 2.8248 0.0 0.0 0.0
H 0.3995 -4.5951 5.1057 0.0 0.0 0.0
H 0.4242 -3.1432 7.0881 0.0 0.0 0.0
H 0.1467 -0.6792 6.8526 0.0 0.0 0.0
O -0.3976 1.7015 -0.3106 0.0 0.0 -0.1
```
Forces are in eV/Å.